Entry 1:
Computed, not measured: the ion C8H11N4S with charge +1, with ωB97M-V/def2-TZVPD.

Geometry (Å):
C: -3.009 0.407 0.728
C: -2.374 1.710 0.852
C: -2.305 -0.631 0.353
C: -1.083 1.838 0.438
C: -0.848 -0.512 -0.019
C: 3.111 0.519 -0.459
C: -0.651 -2.964 -0.221
C: -0.094 -1.611 -0.373
N: -0.365 0.749 -0.022
N: 0.909 1.057 -0.296
N: 3.717 1.643 -0.920
N: 1.783 0.149 -0.594
S: 3.736 -0.585 0.696
H: -3.977 0.311 1.064
H: -3.031 2.466 1.028
H: -2.912 -1.651 0.309
H: -0.566 2.784 0.482
H: -1.650 -2.973 0.061
H: -0.207 -3.474 0.626
H: -0.311 -3.761 -0.974
H: 0.894 -1.539 -0.594
H: 1.268 1.994 0.090
H: 3.258 2.475 -1.362
H: 4.709 1.599 -0.896

SMILES = C/C=C1\C=CC=CN1/[NH+]=N/C(N)=S
relative energy (zero: lowest compared OMol25 entry of this formula, charge and spin) = 4.701 eV
spin multiplicity = 1
electronic energy = -928.218328 hartree
gap between HOMO and LUMO (alpha / beta) = 6.8 / 6.0 eV
HOMO (alpha / beta) = -11.5 / -11.4 eV
E_LUMO (alpha / beta) = -4.700 / -5.370 eV
charge = +1

Löwdin atomic charge list, values in e, 8 entries:
1 C -0.056
2 C 0.020
3 C 0.019
4 C -0.004
5 C -0.135
6 C -0.845
7 C -0.055
8 C -0.003

Entry 2:
Computed, not measured: a cluster of 2 separate species, C5H8NO in total, with ωB97M-V/def2-TZVPD.

Geometry (Å):
C: -2.071 -0.555 -0.005
C: -0.871 -0.699 0.033
C: -3.357 -0.030 0.110
C: 2.681 0.393 -0.398
C: 1.564 0.652 0.590
N: 0.392 -0.907 -0.074
O: 1.074 -1.832 -0.360
H: -3.376 0.727 0.928
H: -3.782 0.191 -0.971
H: -3.946 -0.778 0.402
H: 2.390 0.666 -1.323
H: 3.578 0.958 -0.365
H: 2.984 -0.649 -0.400
H: 0.934 1.489 0.221
H: 1.806 0.375 1.612

relative energy (zero: lowest compared OMol25 entry of this formula, charge and spin) = 6.635 eV
spin multiplicity = 1
electronic energy = -324.795118 hartree
gap between HOMO and LUMO = 8.2 eV
HOMO = -14.8 eV
E_LUMO = -6.540 eV
charge = +1

Löwdin atomic charge list, values in e, 8 entries:
1 C 0.052
2 C 0.021
3 C -0.030
4 C -0.096
5 C 0.130
6 N -0.076
7 O 0.173
8 H 0.136

Entry 3:
Computed, not measured: the molecule C13H29O9PS3Si, with ωB97M-V/def2-TZVPD.

Geometry (Å):
C: 5.162 -1.413 1.555
P: 3.357 -2.024 1.415
O: 3.493 -3.778 1.292
C: 2.558 -1.485 -0.278
O: 3.718 -1.226 -1.190
O: 1.866 -2.679 -0.781
S: 1.321 -2.492 -2.388
O: 2.367 -2.973 -3.465
O: 0.037 -3.330 -2.620
C: 0.875 -0.688 -2.608
S: -0.187 -0.292 -4.090
C: 0.293 -0.161 -1.160
C: -0.920 -1.063 -0.532
C: -2.291 -1.122 -1.433
O: -2.945 0.194 -1.551
Si: -4.380 0.204 -0.500
C: -5.678 -1.008 -1.305
C: -5.237 1.942 -0.387
C: -3.918 -0.293 1.333
C: 1.631 -0.136 -0.153
C: 1.264 0.304 1.391
C: 2.427 1.282 2.086
C: 2.477 2.792 1.399
S: 0.990 3.862 1.799
O: -0.045 3.658 0.651
O: 1.481 5.357 1.691
O: 0.349 3.567 3.368
H: 5.262 -0.912 2.633
H: 5.469 -0.588 0.783
H: 5.950 -2.304 1.561
H: 4.351 -4.007 0.793
H: 4.147 -0.351 -0.951
H: 1.907 -0.108 -2.767
H: 0.255 0.951 -4.582
H: -0.075 0.971 -1.231
H: -0.638 -2.169 -0.266
H: -1.234 -0.555 0.502
H: -2.147 -1.675 -2.481
H: -3.050 -1.821 -0.834
H: -6.686 -0.468 -1.601
H: -5.188 -1.439 -2.298
H: -5.861 -1.946 -0.606
H: -6.285 1.746 0.145
H: -5.477 2.425 -1.428
H: -4.613 2.623 0.331
H: -4.870 -0.344 2.042
H: -3.141 0.490 1.767
H: -3.461 -1.371 1.291
H: 2.297 0.755 -0.586
H: 0.303 1.008 1.307
H: 0.944 -0.583 2.088
H: 3.508 0.821 1.897
H: 2.314 1.372 3.250
H: 3.415 3.328 1.906
H: 2.747 2.759 0.239
H: -0.207 4.396 3.556

SMILES = CP(O)[C@@]1(O)OS(=O)(=O)[C@@H](S)[C@@H](CCO[Si](C)(C)C)[C@H]1CCCS(=O)(=O)O
relative energy (zero: lowest compared OMol25 entry of this formula, charge and spin) = 10.208 eV
spin multiplicity = 1
electronic energy = -3014.998373 hartree
gap between HOMO and LUMO = 8.4 eV
HOMO = -9.1 eV
E_LUMO = -0.634 eV
charge = 0

Löwdin atomic charge list, values in e, 8 entries:
1 C -0.304
2 P 0.989
3 O -0.354
4 C -0.545
5 O -0.109
6 O -0.237
7 S 0.828
8 O -0.350

Entry 4:
Computed, not measured: a structure of composition C27H34BrF4GeMnN3PS, with ωB97M-V/def2-TZVPD.

Geometry (Å):
Mn: 0.006 4.245 1.203
F: 1.172 5.884 -5.328
C: 0.379 5.330 -4.377
C: -1.009 5.283 -4.392
F: -1.737 5.771 -5.410
C: -1.644 4.773 -3.259
F: -2.991 4.716 -3.432
C: -0.979 4.299 -2.119
P: -1.885 3.742 -0.554
C: -2.131 1.972 -0.554
C: -2.451 1.211 -1.729
C: -2.639 -0.172 -1.637
C: -2.601 -0.794 -0.367
C: -2.311 -0.055 0.780
C: -2.082 1.334 0.691
C: -3.513 4.512 -0.707
C: -4.703 3.965 -1.125
C: -5.868 4.822 -1.222
C: -5.725 6.171 -0.983
C: -4.522 6.756 -0.726
C: -3.468 5.894 -0.423
C: 0.382 4.200 -2.203
Br: 1.528 3.492 -0.807
C: 1.029 4.818 -3.205
F: 2.379 4.882 -3.209
H: -2.483 1.653 -2.701
H: -2.758 -0.794 -2.523
H: -2.803 -1.785 -0.299
H: -2.225 -0.521 1.796
H: -1.920 1.867 1.635
H: -4.815 2.990 -1.493
H: -6.842 4.489 -1.532
H: -6.613 6.787 -1.010
H: -4.543 7.848 -0.652
H: -2.527 6.280 -0.078
N: -0.247 6.245 2.271
N: 0.180 6.200 3.588
C: 0.783 5.191 4.205
N: 1.044 5.459 5.468
S: 1.022 3.704 3.393
H: 0.221 6.941 1.746
H: -1.244 6.512 2.235
H: 0.179 7.106 4.014
H: 1.063 6.436 5.835
H: 1.421 4.680 5.994
C: 5.832 -7.329 2.399
C: 5.201 -6.427 1.153
C: 5.979 -6.601 -0.159
C: 4.906 -6.358 -1.288
Ge: 3.187 -6.324 -0.503
C: 1.633 -7.498 -0.715
C: 0.573 -7.175 0.333
C: -0.054 -5.801 0.393
C: -1.298 -5.794 1.362
H: 5.278 -7.072 3.302
H: 6.812 -6.905 2.518
H: 5.908 -8.409 2.191
H: 5.001 -5.388 1.477
H: 4.237 -7.040 1.137
H: 6.157 -7.667 -0.166
H: 6.848 -5.967 -0.106
H: 5.002 -7.243 -2.013
H: 4.902 -5.335 -1.820
H: 2.956 -5.009 -0.108
H: 1.979 -8.553 -0.764
H: 1.235 -7.251 -1.677
H: 0.866 -7.402 1.394
H: -0.307 -7.773 0.028
H: -0.345 -5.534 -0.666
H: 0.540 -5.022 0.700
H: -2.031 -6.472 0.971
H: -1.490 -4.728 1.542
H: -1.017 -6.265 2.290

relative energy (zero: lowest compared OMol25 entry of this formula, charge and spin) = 0.958 eV
spin multiplicity = 6
electronic energy = -8153.415011 hartree
gap between HOMO and LUMO (alpha / beta) = 8.5 / 7.4 eV
HOMO (alpha / beta) = -15.7 / -15.7 eV
E_LUMO (alpha / beta) = -7.127 / -8.235 eV
charge = +3
<S²> = 8.756

Löwdin atomic charge list, values in e, 8 entries:
1 Mn 0.537
2 F 0.152
3 C -0.053
4 C -0.098
5 F 0.162
6 C -0.160
7 F 0.108
8 C -0.278